Entry from the Open Molecules 2025 dataset: a 11-piece molecular cluster, C40H62N11O7 overall in a non-equilibrium geometry (the ωB97M-V functional and the def2-TZVPD basis).

```
! wB97M-V def2-TZVPD RIJCOSX def2/J DEFGRID3
* xyz 1 1
C -2.57 -4.01 3.96
O -6.88 -3.60 -0.05
C -0.75 3.25 4.27
C -0.40 -0.97 -0.07
H -5.07 5.89 -1.32
O 2.82 -0.39 4.75
H -2.26 -3.90 4.98
H 1.63 1.30 -2.28
O 1.32 0.34 3.36
C 6.32 -0.90 -1.75
C 5.05 -1.73 -2.15
H 0.80 2.45 -2.83
H 8.65 -1.63 -2.28
N 1.83 -6.99 -0.19
H 1.74 1.38 -3.74
C -3.55 -2.81 -1.84
H -1.75 4.78 6.95
N -1.70 3.91 4.99
C 2.03 -7.86 -1.30
C -1.28 4.59 -2.54
C -1.53 -4.06 -2.45
H 3.98 -1.52 -1.93
H -0.16 2.54 0.03
H 6.21 0.22 -1.64
C -1.20 4.20 6.34
H -4.47 3.25 -0.22
H 1.35 2.50 4.95
C 0.89 -1.22 -0.94
C -3.97 4.17 0.08
O -1.78 -1.80 3.79
C -2.07 0.57 0.64
H -2.03 6.10 1.74
C 0.14 3.73 6.40
H -2.14 4.00 -3.02
C 4.06 2.02 -0.66
H -6.32 -1.89 2.51
O -2.04 1.45 -1.86
C 3.35 3.32 1.24
C 0.18 1.61 0.45
H -3.43 -1.82 -4.05
C 0.54 3.16 5.13
N -1.04 0.82 -1.72
H -1.20 -1.66 -0.19
C -3.22 -2.51 -3.26
H 0.83 5.54 -0.25
H 1.98 5.61 -2.67
N 4.24 1.44 0.63
H -3.63 -4.00 3.64
H 0.32 1.65 1.44
H -5.35 -3.13 1.90
H -0.02 4.60 -4.50
H -2.89 -0.06 0.23
C -3.26 6.49 0.08
N -6.99 -2.63 0.74
H 2.35 -4.64 -2.44
H 2.98 4.25 -1.06
O -1.04 -3.31 2.54
H 1.24 -2.22 -0.81
C -0.09 4.89 -3.37
H -0.87 2.60 3.42
H -2.04 -5.04 3.58
H -2.41 1.68 0.64
C 1.99 -5.68 -0.65
H -1.54 -0.32 -4.04
C -0.12 0.38 -2.69
C -0.89 0.36 -4.03
H -5.25 -1.67 1.11
H 4.58 0.41 0.76
N -1.00 5.06 -1.34
C 3.38 3.34 -0.29
C -4.33 5.57 -0.66
H -1.66 -3.30 -4.61
H -0.32 -1.78 -2.68
C 0.43 -1.04 -2.30
H 4.20 1.44 -1.52
H -1.71 4.92 -0.57
C -5.86 -2.31 1.63
C 1.08 5.36 -2.51
C 7.43 -1.83 -2.06
H 2.00 -1.79 2.21
H 2.48 -7.23 -3.63
N 2.01 -0.49 3.80
H 1.36 1.42 0.12
H 1.22 -1.34 -3.07
H 1.59 -0.59 -0.62
H 1.53 -7.31 0.65
C 3.87 1.98 1.69
H 3.90 1.53 2.70
H -1.49 1.23 -4.50
N -1.73 -2.95 3.39
H -3.01 7.52 -0.05
H 5.01 -4.07 -2.69
H -0.66 -4.63 -2.67
H 7.42 -3.89 -2.60
H -2.68 3.52 1.88
H 1.85 -4.83 0.10
H 0.92 3.76 7.20
N -2.16 -3.39 -3.51
O -7.82 -1.79 0.55
C 0.36 5.41 -1.11
H -4.24 -2.32 -1.26
H -1.67 0.38 1.58
H 2.01 -8.88 -1.20
C 1.06 1.41 -3.01
C 2.24 -7.04 -2.57
H 2.54 -2.35 3.63
C -3.03 4.41 1.15
H -2.37 -4.28 -0.42
H -2.76 4.14 4.67
C 2.36 -5.64 -2.09
C -2.48 -3.85 -1.37
N 6.91 -3.03 -2.38
H -0.16 -0.94 1.15
H 2.99 4.09 1.95
H -0.08 0.03 -4.76
C 1.82 -1.91 3.31
C 5.49 -3.15 -2.54
N -2.63 5.74 1.15
H 0.95 -2.19 3.83
C -0.77 0.41 -0.28
*
```

Properties
frontier orbital gap: 4.426 eV
M: 809.01 g mol⁻¹
strongest force on any atom: 14.25 eV/Å
DFT total energy: -2688.934299 Ha